# 1
Here is C12H18BrNO in the gas phase from the Open Molecules 2025 dataset. Energies are from ωB97M-V/def2-TZVPD.

Positions of all 33 atoms, in Å:
C (1.00194, 5.84028, 1.69073)
C (0.80538, 5.13290, 0.25927)
N (-0.27209, 3.94334, 0.72468)
C (-1.40625, 3.79017, -0.68280)
C (-2.44012, 4.88248, -0.42705)
C (0.40036, 2.67725, 1.29336)
C (-0.64318, 1.87083, 1.81791)
O (-1.32989, 1.01866, 1.14741)
C (-0.92928, -0.20016, 0.59081)
C (0.52448, -0.57374, 0.75762)
C (1.29540, -1.58243, 0.30108)
C (0.21098, -2.43376, -0.44752)
Br (0.93361, -3.92045, -1.28884)
C (-0.95627, -2.06587, -0.85273)
C (-1.51393, -1.03186, -0.07286)
H (0.14030, 6.33725, 2.14988)
H (1.47968, 5.32303, 2.26553)
H (1.69691, 6.71251, 1.32408)
H (0.17581, 5.76335, -0.44565)
H (1.43951, 4.67752, -0.16014)
H (-1.75044, 2.79713, -0.13957)
H (-0.90014, 3.71863, -1.46724)
H (-2.70756, 4.87953, 0.59934)
H (-3.30857, 4.56398, -1.23864)
H (-2.00213, 5.68628, -0.57483)
H (1.14344, 3.09286, 1.65042)
H (0.64767, 2.10403, 0.41607)
H (-0.22606, 1.21660, 2.81740)
H (-1.53984, 2.50568, 2.39715)
H (1.24462, 0.09131, 1.43729)
H (2.04736, -1.98893, 0.64797)
H (-1.57782, -2.76197, -1.28850)
H (-2.40595, -0.60610, -0.27699)

charge	0
SMILES	CCN(CC)CCOc1ccc(Br)cc1
F_max	0.3238	Eh/bohr
LUMO	0.785	eV
ΔE to the lowest compared entry with this formula, charge and spin	13.516	eV
E_tot	-3171.55348	Ha
HOMO-LUMO gap	8.95	eV

# 2
Here is a molecular structure, C12H18CaO11 from the Open Molecules 2025 dataset. Energies are from ωB97M-V/def2-TZVPD.

Positions of all 42 atoms, in Å:
Ca (0.61442, 2.07357, -0.75563)
C (5.25520, 5.15678, 2.74102)
C (3.75344, 4.88464, 3.01893)
O (2.92566, 4.71925, 2.10361)
O (3.33281, 4.63538, 4.19245)
H (5.39378, 6.09385, 2.20174)
H (5.69400, 4.31126, 2.21126)
H (5.85956, 5.25284, 3.64303)
C (-0.50760, -2.26335, 3.14922)
C (0.00729, -0.85306, 2.89086)
O (-0.37069, 0.11745, 3.58783)
O (0.85882, -0.76628, 2.08629)
H (-0.45700, -2.87451, 2.24810)
H (-1.49178, -2.33579, 3.61206)
H (0.18729, -2.67809, 3.87945)
C (-4.30644, 6.25638, -0.34663)
C (-3.06286, 5.30769, -0.44748)
O (-2.73514, 4.68306, 0.53537)
O (-2.48974, 5.13581, -1.54204)
H (-4.41633, 6.74659, 0.62071)
H (-5.27385, 5.80623, -0.56925)
H (-4.31752, 7.07237, -1.06924)
C (5.46699, -1.10376, -1.57422)
C (5.03278, -0.17376, -2.75588)
O (3.92110, 0.45958, -2.66799)
O (5.65484, -0.06805, -3.82013)
H (5.74709, -0.58610, -0.65679)
H (6.30136, -1.66991, -1.98822)
H (4.66275, -1.75942, -1.24045)
C (-2.33811, -6.19185, -1.37357)
C (-2.96894, -4.99432, -2.27765)
C (-4.38725, -4.57545, -1.81864)
O (-4.29723, -3.14551, -1.93552)
C (-3.00244, -2.77050, -1.87001)
O (-2.66508, -1.61922, -1.66140)
O (-2.24025, -3.82977, -2.14300)
H (-2.41664, -5.89385, -0.32804)
H (-1.28869, -6.26553, -1.65882)
H (-2.82898, -7.15038, -1.54208)
H (-2.95159, -5.20358, -3.34724)
H (-4.67627, -5.00177, -0.85799)
H (-5.17876, -4.93890, -2.47402)

charge	-2
F_max	0.1566	Eh/bohr
LUMO	1.010	eV
ΔE to the lowest compared entry with this formula, charge and spin	9.063	eV
E_tot	-1973.22634	Ha
HOMO-LUMO gap	3.00	eV

# 3
Here is a molecular structure, C12H18Cl2N2W from the Open Molecules 2025 dataset. Energies are from ωB97M-V/def2-TZVPD.

Positions of all 35 atoms, in Å:
W (0.14283, -0.35791, 2.01412)
Cl (2.11302, -1.17935, 1.05012)
Cl (-0.61472, -2.32909, 1.28651)
C (-0.41808, 0.76606, -2.66100)
H (-0.70580, 0.27576, -3.57963)
H (-0.28250, 0.07967, -1.80273)
C (0.76601, 1.14592, 0.81666)
C (-0.03908, 2.01258, -2.38658)
H (-0.10725, 1.63729, 0.31257)
C (1.30650, 2.52627, -2.74409)
H (-0.63863, 2.68564, -1.65738)
C (2.58033, 1.80264, -2.10322)
H (1.41731, 2.44195, -3.82141)
H (1.45317, 3.56787, -2.46848)
C (2.97512, 2.21112, -0.71105)
H (2.50997, 0.71713, -2.11913)
H (3.43132, 2.04442, -2.74365)
C (1.94489, 1.94302, 0.53305)
H (3.91632, 1.75492, -0.36738)
H (3.24633, 3.28891, -0.70415)
H (2.61720, 1.56291, 1.33284)
H (1.60985, 2.99230, 0.71984)
N (-5.41234, 1.48179, 2.27588)
C (-4.14022, 1.26594, 1.82687)
C (-3.86981, 0.98863, 0.47293)
C (-2.60371, 0.54717, 0.13619)
N (-1.63925, 0.32641, 1.09065)
C (-1.79815, 0.85503, 2.33911)
C (-3.03965, 1.30931, 2.73589)
H (-6.21569, 1.40375, 1.67095)
H (-5.58420, 1.60603, 3.26133)
H (-4.66201, 1.09030, -0.27728)
H (-2.31614, 0.40473, -0.91812)
H (-0.85251, 0.98267, 2.94722)
H (-3.21372, 1.62790, 3.75938)

charge	0
F_max	0.1058	Eh/bohr
LUMO (alpha / beta)	-0.166 / -0.470	eV
ΔE to the lowest compared entry with this formula, charge and spin	3.144	eV
<S²>	2.13
E_tot	-1564.73727	Ha
HOMO-LUMO gap (alpha / beta)	6.42 / 6.45	eV
spin multiplicity	3

# 4
Here is a molecular structure, C12H18Cl3GeMoN3OPS from the Open Molecules 2025 dataset. Energies are from ωB97M-V/def2-TZVPD.

Positions of all 41 atoms, in Å:
Mo (-0.98958, 0.10038, 0.36716)
C (-0.10045, 0.27899, -4.81822)
N (0.22599, -0.81020, -3.87797)
C (0.99050, -1.90737, -4.20009)
C (1.06545, -2.68620, -3.10506)
N (0.32888, -2.06347, -2.09645)
C (-0.16793, -0.90221, -2.61025)
S (-1.20572, 0.30544, -1.90408)
C (0.14641, -2.63200, -0.80558)
C (0.52575, -3.94557, -0.57953)
C (0.37770, -4.50240, 0.67936)
C (-0.16086, -3.73855, 1.71119)
C (-0.53086, -2.45469, 1.41853)
N (-0.39061, -1.89028, 0.18501)
H (0.40909, 0.07243, -5.75439)
H (0.25293, 1.22589, -4.41712)
H (-1.17402, 0.30273, -4.99151)
H (1.42205, -2.03964, -5.17915)
H (1.59804, -3.60886, -2.97295)
H (0.91904, -4.55799, -1.37465)
H (0.67131, -5.53134, 0.84846)
H (-0.30668, -4.13807, 2.70534)
H (-0.98949, -1.83174, 2.18533)
C (1.50390, 3.29893, 1.58100)
P (0.93724, 1.96055, 2.60495)
C (2.30026, 0.93629, 3.10234)
C (0.05414, 2.56411, 4.02158)
O (-0.08965, 1.05651, 1.75202)
H (2.25682, 3.86018, 2.14150)
H (0.68467, 3.97509, 1.33622)
H (1.96899, 2.91924, 0.67053)
H (3.01356, 1.55754, 3.65188)
H (2.80893, 0.51737, 2.23337)
H (1.95928, 0.14026, 3.76517)
H (0.69395, 3.28230, 4.54276)
H (-0.17740, 1.74686, 4.70561)
H (-0.86268, 3.07059, 3.72012)
Cl (-3.99292, 2.47506, 0.60993)
Ge (-4.98640, 4.03392, -0.38936)
Cl (-4.20463, 5.90655, -0.21442)
Cl (-6.78498, 3.65338, -1.24857)

charge	+4
F_max	0.0144	Eh/bohr
LUMO (alpha / beta)	-13.612 / -13.442	eV
<S²>	3.78
E_tot	-4971.41132	Ha
HOMO-LUMO gap (alpha / beta)	7.03 / 7.34	eV
spin multiplicity	4

# 5
Here is a molecular structure, C12H18Cl4IrO4 from the Open Molecules 2025 dataset. Energies are from ωB97M-V/def2-TZVPD.

Positions of all 39 atoms, in Å:
C (-0.57518, 0.53934, -1.70266)
C (-0.18170, -0.85321, -1.68512)
C (1.13980, -0.93497, -1.18689)
C (-0.99418, -2.00397, -2.16188)
C (1.61556, 0.37890, -0.93790)
C (0.54913, 1.31383, -1.23335)
C (0.70736, 2.79197, -1.35676)
C (-1.79929, 1.10013, -2.33008)
C (1.92085, -2.18985, -1.00020)
C (3.00737, 0.74081, -0.55998)
Ir (-0.41714, 0.39827, 0.55029)
Cl (-2.49429, -4.37582, 0.83161)
Cl (-2.40302, -0.79383, 0.36242)
O (1.03572, 1.30683, 1.49813)
H (-2.03938, -1.72648, -2.28446)
H (-0.96464, -2.83196, -1.44798)
H (-0.62547, -2.37112, -3.12482)
H (1.27761, -3.01267, -0.67627)
H (2.72034, -2.04875, -0.26929)
H (2.38386, -2.48094, -1.94916)
H (3.38597, 0.07627, 0.21976)
H (3.07122, 1.77196, -0.21338)
H (3.67636, 0.63799, -1.42227)
H (1.36893, 3.17172, -0.57871)
H (-0.25570, 3.29366, -1.28550)
H (1.15120, 3.05737, -2.32128)
H (-2.66201, 0.47747, -2.10122)
H (-1.69462, 1.14822, -3.41793)
H (-1.98620, 2.10823, -1.96443)
H (1.22564, 0.73771, 2.27584)
O (-1.46088, 2.02971, 0.71000)
H (-1.06239, 2.40632, 1.53144)
Cl (-2.99146, -0.66871, 5.19339)
C (-1.30975, -0.86112, 4.71928)
Cl (-0.77564, -2.52826, 4.56152)
C (-1.03938, 0.00926, 3.39624)
O (-1.32978, 1.18557, 3.48384)
O (-0.49343, -0.62443, 2.38719)
H (-0.68141, -0.37545, 5.49057)

charge	-2
F_max	0.0770	Eh/bohr
LUMO (alpha / beta)	4.654 / 4.574	eV
ΔE to the lowest compared entry with this formula, charge and spin	0.000	eV
<S²>	8.77
E_tot	-2714.01039	Ha
HOMO-LUMO gap (alpha / beta)	4.86 / 5.57	eV
spin multiplicity	6

# 6
Here is a molecular structure, C12H18ClN4O3PS2 from the Open Molecules 2025 dataset. Energies are from ωB97M-V/def2-TZVPD.

Positions of all 41 atoms, in Å:
O (3.99192, -1.40104, -0.42766)
P (3.50764, -2.02126, -1.90537)
Cl (4.27136, -3.95972, -1.92685)
C (1.65696, -2.06996, -1.68128)
C (1.05843, -0.83648, -1.75670)
C (-0.37442, -0.66820, -1.56512)
C (-1.15937, -1.80462, -1.29661)
S (-2.95863, -1.75546, -1.00709)
C (-0.55541, -3.10930, -1.24176)
N (-1.17697, -4.26875, -1.02566)
S (-0.03208, -5.41801, -1.05446)
N (1.30792, -4.52054, -1.31575)
C (0.88349, -3.26261, -1.42632)
H (3.22729, -1.43314, 0.16967)
H (1.64776, 0.06670, -1.94230)
H (-0.87185, 0.30015, -1.62579)
H (-3.10696, -2.44961, 0.15156)
C (-0.60990, -0.17246, 1.77706)
O (-1.13087, 0.83995, 1.34485)
N (-0.68160, -0.60323, 3.05119)
C (-0.02522, -1.81984, 3.48898)
C (-1.44071, 0.17664, 4.01395)
H (-0.01235, -0.83658, 1.12983)
H (-0.77141, -2.51532, 3.87889)
H (0.69245, -1.58220, 4.27704)
H (0.50062, -2.29187, 2.66028)
H (-2.47714, 0.25445, 3.68246)
H (-1.02218, 1.18207, 4.07848)
H (-1.40475, -0.29725, 4.99231)
C (0.47789, 2.55090, -1.54858)
O (0.82180, 2.02209, -2.59463)
N (-0.17064, 3.72284, -1.45284)
C (-0.55095, 4.28672, -0.17151)
C (-0.50030, 4.44421, -2.67035)
H (0.67845, 2.08711, -0.56782)
H (-1.63541, 4.40565, -0.13549)
H (-0.07596, 5.26284, -0.05005)
H (-0.23920, 3.63453, 0.64219)
H (-1.13424, 3.82068, -3.30232)
H (0.41560, 4.67191, -3.21745)
H (-1.02104, 5.36801, -2.42898)

charge	0
F_max	0.0428	Eh/bohr
LUMO	-1.009	eV
E_tot	-2510.75817	Ha
HOMO-LUMO gap	7.52	eV